Molecular formula: C10H16ClCrIrS
Method: DFT, ωB97M-V with the def2-TZVPD basis set

Each line ends with the Mulliken charge.
Atoms and positions in Å:
1 Ir -2.49 -2.30 0.28  0.592
2 Cl -4.78 -2.52 0.49  -0.648
3 C -2.14 -1.40 2.04  -1.194
4 C -2.67 -2.76 -1.66  -1.135
5 H -2.67 -2.08 2.73  0.288
6 H -1.10 -1.24 2.39  0.353
7 H -2.70 -0.45 2.03  0.298
8 H -3.29 -3.69 -1.72  0.283
9 H -1.70 -2.91 -2.14  0.272
10 H -3.23 -1.92 -2.12  0.265
11 Cr -0.04 -0.93 0.26  -0.053
12 C 0.41 -0.08 -1.57  -0.902
13 C -0.39 -3.00 0.21  -1.125
14 H 1.43 -0.44 -1.81  0.234
15 H -0.29 -0.44 -2.35  0.311
16 H 0.43 1.02 -1.56  0.336
17 H -0.20 -3.62 -0.70  0.317
18 H -0.32 -3.62 1.12  0.291
19 S 1.25 0.19 1.84  -0.556
20 C 1.75 1.62 1.03  0.350
21 C 0.89 2.73 0.92  -0.572
22 C 1.29 3.83 0.16  -0.232
23 C 2.55 3.85 -0.45  -0.471
24 C 3.44 2.78 -0.26  -0.306
25 C 3.05 1.68 0.49  -0.572
26 H -0.09 2.70 1.40  0.314
27 H 0.60 4.67 0.05  0.311
28 H 2.85 4.71 -1.05  0.317
29 H 4.43 2.81 -0.70  0.308
30 H 3.71 0.83 0.66  0.325

Values from the calculation:
Expectation value of S²: 20.02
Spin multiplicity: 9
Energy above the lowest of the compared OMol25 structures with the same formula, charge and spin (kJ/mol): 6.0
Kohn-Sham gap (spin up / spin down) (Eh): 0.140 / 0.171
Max |F| (hartree/bohr): 0.082
Molar mass (g mol⁻¹): 447.97
Net charge: -2
Electronic energy (hartree): -2397.5453